a | Formula: H3NP2S
Source: OMol25
Level of theory: ωB97M-V/def2-TZVPD

Element x y z (Å)
P -0.82022 0.26292 -0.21115
N 1.02440 0.70194 -0.01297
P 2.17416 -0.48660 -0.16883
S 3.88799 0.36922 0.09232
H -0.55136 -0.77320 -1.10350
H -0.83016 -0.60930 0.88002
H 1.25968 1.66841 0.16968

Computed properties:
- HOMO (eV) = -8.90
- total charge = 0

Atomic partial charges in e from the Löwdin method, atoms 1 to 4: atom 1 (P): 0.735, atom 2 (N): -0.678, atom 3 (P): 0.242, atom 4 (S): 0.019

***

b | Formula: H3NP2S
Source: OMol25
Level of theory: ωB97M-V/def2-TZVPD

Element x y z (Å)
N 0.74996 0.31283 -0.38645
P 1.45409 -1.18401 -0.06367
P -0.93850 0.89398 -0.39938
S -1.92948 -0.68526 0.17478
H 1.28321 1.21358 -0.17817
H 0.10660 -1.89585 -0.08398
H -0.72588 1.34474 0.93686

Computed properties:
- HOMO (alpha / beta) (eV) = -7.59 / -8.06
- total charge = 0

Atomic partial charges in e from the Löwdin method, atoms 1 to 4: atom 1 (N): -0.753, atom 2 (P): 0.802, atom 3 (P): 0.224, atom 4 (S): -0.018

***

a (189.3 kJ/mol below the next structure)

***

a | Formula: C21H26N2O2
Source: OMol25
Level of theory: ωB97M-V/def2-TZVPD

Element x y z (Å)
C 1.63100 -6.20712 1.79484
H 0.89033 -6.43915 2.54253
H 1.32410 -6.85536 0.82890
H 2.51764 -6.71900 1.98892
C 1.67662 -4.75356 1.27842
C 0.49070 -3.92727 1.12150
C 0.00131 -2.82634 2.02971
C -1.05586 -2.30773 1.46431
C -1.79684 -2.64059 0.37000
C -1.42537 -3.76456 -0.30736
C 0.00759 -4.31826 -0.03357
H 0.22121 -5.11143 -0.78618
H -2.16852 -4.07155 -1.24645
C -3.02827 -2.03662 0.20534
O -4.14886 -2.68178 -0.20497
N -3.19584 -0.55709 0.35041
C -2.30623 0.27152 0.37941
C -0.95926 0.14212 -0.22992
C 0.16711 0.93164 -0.26203
C -0.09595 2.30529 0.55648
C -1.41060 2.47761 0.94001
C -2.27404 1.64058 1.07895
H -3.22719 1.67968 1.47147
H -1.52982 3.47940 1.71359
C 1.04649 3.26568 0.23077
N 0.85799 4.18017 -0.62831
C 0.89647 3.65217 -1.91659
C 1.35980 4.71876 -3.01101
H 1.30697 4.45531 -3.88455
O 0.00330 5.54176 -2.94412
C -0.12027 6.09636 -1.81855
C -0.42013 5.04636 -0.81662
H -0.50027 5.49588 0.30537
H -1.39201 4.44549 -0.94799
H -1.21112 6.73576 -1.87069
H 0.80289 6.75664 -1.44962
H 2.05843 5.33157 -2.88633
H 2.06042 3.16107 -1.63596
H 0.31105 2.99386 -2.22193
H 0.94089 4.05280 1.44575
H 1.83179 2.84386 0.64311
H 1.12051 1.06429 -0.49638
H -0.76269 -0.72320 -0.84098
H -4.25639 -0.22770 0.24609
H -1.35250 -1.41852 2.13215
H 0.61594 -2.81604 2.78225
C 2.77005 -4.59486 0.33668
H 3.68189 -5.09706 0.61840
H 3.12500 -3.52969 -0.04095
H 2.58816 -4.86719 -0.63424
H 2.33238 -4.27390 2.25991

Computed properties:
- HOMO (eV) = -7.46
- total charge = 0

Atomic partial charges in e from the Löwdin method, atoms 1 to 4: atom 1 (C): -0.060, atom 2 (H): 0.071, atom 3 (H): 0.123, atom 4 (H): 0.043

***

b | Formula: C21H26N2O2
Source: OMol25
Level of theory: ωB97M-V/def2-TZVPD

Element x y z (Å)
C -5.97413 -2.27310 -0.77043
O -5.01050 -2.11053 0.24870
C -4.12563 -1.06497 0.17983
C -2.79570 -1.39822 0.48943
C -2.46906 -2.81690 0.84358
C -1.81595 -0.42554 0.46638
C -2.12367 0.89113 0.12646
C -1.13748 1.99457 0.04710
O -1.46686 3.10397 -0.32532
C 0.30056 1.68179 0.39605
C 1.07419 2.94224 0.78748
C 2.54836 2.60922 0.99608
C 3.11779 1.92662 -0.25220
N 2.36804 0.75200 -0.66427
C 2.60562 -0.41730 0.16256
C 4.02218 -0.90252 0.00932
C 4.62613 -0.96065 -1.24416
C 5.92745 -1.41979 -1.33198
C 6.57885 -1.81098 -0.17084
C 5.88865 -1.71706 1.02618
N 4.64663 -1.27239 1.11826
C 0.97548 1.07111 -0.85920
C -3.45391 1.20367 -0.14386
C -4.46842 0.26180 -0.10788
C -5.88415 0.71951 -0.31718
H -6.15076 -3.34761 -0.84423
H -6.91919 -1.78094 -0.52747
H -5.60703 -1.90684 -1.73187
H -3.00019 -3.10634 1.74863
H -1.40142 -2.94148 1.00322
H -2.79277 -3.48814 0.04978
H -0.80576 -0.71837 0.70611
H 0.34219 0.96089 1.21574
H 0.64711 3.36962 1.69731
H 0.96615 3.68156 -0.00870
H 3.11502 3.51910 1.19824
H 2.66120 1.94881 1.85881
H 4.15516 1.62979 -0.08250
H 3.09532 2.63116 -1.08992
H 2.41729 -0.25937 1.23491
H 1.93344 -1.21018 -0.18486
H 4.07560 -0.63854 -2.11351
H 6.42811 -1.47449 -2.28827
H 7.59393 -2.17580 -0.19488
H 6.34763 -2.00596 1.96309
H 0.44594 0.16982 -1.17809
H 0.91424 1.80608 -1.66816
H -3.68792 2.23283 -0.37434
H -5.93256 1.80131 -0.21982
H -6.25254 0.45644 -1.30800
H -6.54266 0.27898 0.42870

Computed properties:
- HOMO (eV) = -8.34
- total charge = 0

Atomic partial charges in e from the Löwdin method, atoms 1 to 4: atom 1 (C): -0.077, atom 2 (O): -0.088, atom 3 (C): -0.192, atom 4 (C): -0.182

***

c | Formula: C21H26N2O2
Source: OMol25
Level of theory: ωB97M-V/def2-TZVPD

Element x y z (Å)
C 7.17843 1.55051 -0.15168
C 5.74101 1.25346 -0.55490
C 4.83400 1.14158 0.67800
C 3.40482 0.95137 0.24126
O 2.72251 1.97783 0.10627
C 2.86304 -0.37980 0.00327
C 1.49257 -0.51709 -0.28305
N 0.75343 0.55248 -0.52854
C -0.66636 0.62940 -0.73588
C -1.42856 0.83893 0.58746
C -2.89569 0.92829 0.33292
C -3.64163 2.05698 0.12186
C -3.24760 3.49097 0.11645
N -4.94584 1.69962 -0.12036
C -5.06441 0.34048 -0.07668
C -6.17032 -0.47763 -0.25960
C -5.98003 -1.83947 -0.15877
C -4.72106 -2.37640 0.12048
C -3.62158 -1.56842 0.30452
C -3.78170 -0.18684 0.20527
C 0.81896 -1.85945 -0.34270
C 1.62907 -2.92930 0.37004
C 3.03819 -2.90374 -0.18684
C 3.71394 -1.56258 0.06003
O 4.91818 -1.54999 0.24676
H 7.81000 1.63325 -1.03354
H 7.56342 0.74931 0.47419
H 7.23819 2.48435 0.40394
H 5.36418 2.04793 -1.20381
H 5.70705 0.31221 -1.10419
H 4.87858 2.08224 1.23266
H 5.17884 0.32299 1.30475
H 1.27936 1.43632 -0.37583
H -0.85528 1.48632 -1.38786
H -1.04033 -0.26453 -1.23966
H -1.22368 0.00393 1.26040
H -1.06184 1.74956 1.06369
H -3.92270 4.07599 0.74062
H -2.23590 3.60953 0.49218
H -3.28749 3.89624 -0.89556
H -5.69561 2.34733 -0.29314
H -7.14360 -0.06046 -0.47282
H -6.81806 -2.50643 -0.29595
H -4.61487 -3.44892 0.19302
H -2.65585 -1.99942 0.52577
H -0.17494 -1.78763 0.10020
H 0.69496 -2.13492 -1.39590
H 1.17056 -3.90930 0.22355
H 1.65372 -2.72305 1.44252
H 3.66570 -3.67786 0.25720
H 3.01700 -3.07312 -1.26776

Computed properties:
- HOMO (eV) = -7.98
- total charge = 0

Atomic partial charges in e from the Löwdin method, atoms 1 to 4: atom 1 (C): -0.108, atom 2 (C): -0.248, atom 3 (C): -0.138, atom 4 (C): -0.324

***

c (130.7 kJ/mol below the next structure)